DFT (ωB97M-V with the def2-TZVPD basis set) results for a cluster of 2 separate species, C6H14O2 in total in a non-equilibrium geometry.

Calculated values
* HOMO energy: -9.66 eV
* lowest unoccupied orbital energy: 0.658 eV
* Kohn-Sham gap: 10.3 eV
* energy relative to the best compared isomer or geometry (same formula, charge and spin): 77.4 kcal per mole
* E: -387.38415 a.u.
* structure (SMILES): CC[C@H](C)CC=O.O

The geometry in ORCA input format:
```
! RIJCOSX wB97M-V def2-TZVPD def2/J DEFGRID3
* xyz 0 1
C -1.822 2.276 1.684
C -1.272 1.771 0.388
C -1.173 0.351 0.126
C -0.215 -0.384 1.105
C -0.627 0.259 -1.303
C -0.827 -1.230 -1.650
O -1.133 -1.772 -2.667
H -1.507 3.220 2.107
H -2.823 2.602 1.692
H -1.567 1.582 2.596
H -1.943 2.292 -0.472
H -0.271 2.274 0.112
H -2.206 -0.221 0.020
H 0.791 0.098 1.351
H -0.501 -0.645 2.097
H 0.143 -1.218 0.631
H -0.840 1.116 -2.001
H 0.525 0.407 -1.174
H -0.548 -1.912 -0.917
O 6.281 -3.463 -1.206
H 5.647 -3.888 -0.535
H 5.886 -3.514 -1.984
*
```

Results of the Mulliken charge analysis, in e, for atoms 1 through 4: number 1, C, carries -1.231; number 2, C, carries -0.481; number 3, C, carries 0.519; number 4, C, carries -1.378